[1]
Formula: C7H9N
Source: the Open Molecules 2025 dataset
Level of theory: ωB97M-V/def2-TZVPD

```
17
Properties=species:S:1:pos:R:3:forces:R:3
C -1.73110 1.32759 -0.09769 1.2 -1.5 0.1
C -2.53764 0.28998 0.18605 -3.1 0.3 0.7
C -2.11643 -1.05454 0.33376 -2.3 3.6 -0.4
N -0.94578 -1.37170 -0.02160 3.2 -1.2 -1.2
C -0.12801 -0.35643 -0.38478 1.6 -2.9 -1.1
C -0.45261 0.93970 -0.30467 2.0 0.4 0.2
H -1.91712 2.32642 -0.23469 -1.3 2.2 0.1
H -3.57305 0.61591 0.31146 -0.1 -0.9 0.2
H -2.88674 -1.71715 0.58891 -0.5 -1.5 0.6
H 0.85237 -0.60699 -0.92294 -1.3 0.0 1.5
H 0.41265 1.54332 -0.26225 0.5 1.4 -0.8
C 3.59002 -0.48575 -0.25633 0.4 -1.0 1.5
C 3.37170 0.59200 0.52090 0.6 -1.8 0.5
H 4.12590 -1.47211 0.07329 -0.9 2.3 -0.3
H 3.14695 -0.59802 -1.21967 -0.1 0.3 -0.7
H 3.72176 0.54766 1.56618 0.0 0.3 -0.6
H 2.76220 1.44759 0.26741 0.1 0.0 -0.4
```
Forces are in eV/Å.

Properties
HOMO (eV): -9.43
LUMO energy (hartree): 0.036
Total energy (Eh): -326.7925
ΔE to the lowest compared entry with this formula, charge and spin (kJ/mol): 258.4



[2]
Formula: C7H9N
Source: the Open Molecules 2025 dataset
Level of theory: ωB97M-V/def2-TZVPD

```
17
Properties=species:S:1:pos:R:3:forces:R:3
C 1.67350 -0.35956 0.43420 1.7 1.1 2.6
C 1.19921 -1.05198 -0.61645 -1.0 1.1 2.1
C -0.16998 -0.54675 -0.99883 1.5 1.1 -0.9
C -1.50719 -1.09358 -1.12041 -2.2 -2.7 -1.6
C -1.19246 -0.28532 0.10161 1.8 -0.1 2.6
C -1.13544 1.23917 0.43983 -0.2 -1.0 -0.1
C 0.09926 1.63790 0.88332 -0.1 3.0 -0.6
N 1.24946 0.84882 1.11792 -1.4 -1.7 -1.9
H 2.54367 -0.61159 1.12001 -0.6 -0.6 -1.8
H 1.72729 -1.95741 -0.80434 -0.1 -0.6 -0.6
H -0.07577 0.42042 -1.49056 0.1 -0.4 -0.5
H -1.62243 -2.21864 -0.99416 0.3 1.5 0.5
H -2.21774 -0.90099 -1.98482 1.0 0.7 1.2
H -0.89093 -0.96004 1.01916 -1.0 1.4 -1.7
H -2.08043 1.85255 0.21837 2.1 -0.5 0.5
H 0.46020 2.79006 0.91915 -1.6 -2.6 0.4
H 1.93978 1.19695 1.75599 -0.2 0.2 -0.1
```
Forces are in eV/Å.

Properties
HOMO (eV): -7.76
LUMO energy (hartree): 0.035
Total energy (Eh): -326.7295
ΔE to the lowest compared entry with this formula, charge and spin (kJ/mol): 423.9



[3]
Formula: C7H9N2O
Source: the Open Molecules 2025 dataset
Level of theory: ωB97M-V/def2-TZVPD

```
19
Properties=species:S:1:pos:R:3:forces:R:3
C 1.36638 -0.97725 -0.62025 3.7 -1.3 -0.9
C 1.71329 0.23848 -0.08902 1.0 -0.2 -1.3
C -0.84838 -0.91722 -0.06736 1.3 -1.2 -0.1
C -1.40273 1.33975 0.55307 2.2 -3.5 -1.5
C -1.75442 0.00944 0.12674 -0.7 2.6 0.9
C 3.19216 0.61111 0.10309 -0.2 0.8 -0.6
C -3.22750 -0.25981 -0.13951 -0.6 0.4 3.8
N 0.92752 0.91717 0.72197 -0.4 -0.8 2.5
N 0.20983 -1.61522 -0.34809 -1.5 -0.4 -0.8
O -0.11599 1.69817 0.58668 -3.3 2.0 -0.9
H 2.17910 -1.68971 -1.04601 -1.5 1.6 0.7
H -2.23922 1.98629 0.61900 0.2 1.6 0.5
H 3.22389 1.09332 1.08850 0.3 -0.9 0.2
H 3.77271 -0.32474 -0.03738 0.2 1.1 0.3
H 3.54189 1.51863 -0.49583 -0.6 -1.6 0.0
H -3.37396 -1.18069 0.49009 -0.6 0.7 -1.1
H -3.42375 -0.39607 -1.16675 -0.5 -0.2 -1.0
H -3.89480 0.55940 0.37738 1.2 -1.5 -1.3
H 0.15397 -2.61106 -0.65632 -0.1 0.9 0.6
```
Forces are in eV/Å.

Properties
HOMO (alpha / beta) (eV): -13.08 / -13.16
LUMO energy (alpha / beta) (hartree): -0.195 / -0.222
Total energy (Eh): -456.3364
Charge: +1
ΔE to the lowest compared entry with this formula, charge and spin (kJ/mol): 835.9



[4]
Formula: C7H9N2O3P
Source: the Open Molecules 2025 dataset
Level of theory: ωB97M-V/def2-TZVPD

```
22
Properties=species:S:1:pos:R:3:forces:R:3
C -2.14625 -0.21368 -2.49364 -1.6 -1.3 -0.8
C -1.06237 0.67429 -2.43915 0.6 0.5 -1.1
C -2.37851 -1.07475 -1.37418 0.0 0.1 -1.5
C -0.11873 0.62331 -1.40075 -2.7 1.4 -2.2
C -1.50246 -1.11901 -0.32164 -1.7 0.9 -1.5
C -0.40264 -0.23125 -0.29731 0.9 0.0 -1.5
C 0.57097 -0.30331 0.58822 1.5 -2.2 5.1
N 2.30463 3.61889 1.67380 0.0 -5.7 0.8
N 2.55921 2.27410 1.67624 -0.5 6.9 -0.7
O -0.29835 -1.13811 3.08990 -1.6 0.0 1.4
O 2.17974 -1.47659 2.53836 -0.1 0.7 -0.2
O 0.48746 -2.88149 1.31184 0.0 0.7 0.0
P 0.73979 -1.38160 2.08457 1.2 -0.4 -1.9
H -2.79058 -0.49473 -3.43162 1.3 1.2 1.6
H -0.99031 1.39156 -3.32056 0.4 -0.8 1.1
H -3.26994 -1.72083 -1.53997 0.7 0.1 0.8
H 0.66323 1.38537 -1.36127 -0.1 -0.4 0.1
H -1.68652 -1.70496 0.51526 -0.2 -1.1 1.4
H 1.41161 0.29754 0.62294 1.6 1.5 -0.8
H 2.92373 4.18941 1.06959 0.4 -1.3 -0.1
H 0.97978 -2.59570 0.52161 -0.2 -0.7 -0.1
H 1.82652 1.88153 2.28775 0.1 0.0 -0.1
```
Forces are in eV/Å.

Properties
HOMO (alpha / beta) (eV): 1.43 / 1.43
LUMO energy (alpha / beta) (hartree): 0.200 / 0.200
Total energy (Eh): -948.6620
Charge: -2
ΔE to the lowest compared entry with this formula, charge and spin (kJ/mol): 137.2